1.
69
Properties=species:S:1:pos:R:3:forces:R:3:lowdin_charge:R:1 method="wB97M-V/def2-TZVPD" homo_ev=-8.412 e_above_lowest_kj_mol=0.0 orbital_gap_ev=8.21 total_charge=0
C 12.256 -8.821 -11.352 0.0 -0.1 0.1 -0.0222
C 13.714 -9.288 -11.136 -0.3 -0.4 -0.3 -0.5094
C 13.843 -9.939 -9.772 -0.3 0.2 1.1 -0.0288
C 14.057 -10.343 -12.204 -0.2 0.5 -0.3 -0.1298
C 14.359 -9.746 -13.585 0.2 -0.2 0.8 -0.1764
C 15.403 -8.646 -13.478 -0.5 0.2 -0.5 -0.1402
C 15.035 -7.543 -12.480 0.7 -0.3 0.5 -0.5163
C 16.330 -6.756 -12.204 -0.5 0.2 0.2 -0.0317
C 13.968 -6.603 -13.024 -0.6 0.1 -0.4 -0.0211
N 14.680 -8.196 -11.208 0.6 -0.2 0.0 -0.0949
O 14.470 -7.240 -10.196 -0.2 -0.1 -0.2 -0.0210
H 11.527 -9.535 -10.959 0.2 -0.1 0.1 0.0818
H 12.091 -7.880 -10.821 -0.2 0.0 -0.2 0.0581
H 12.018 -8.724 -12.412 0.1 0.3 0.0 0.0742
H 13.078 -10.704 -9.601 0.1 -0.1 -0.3 0.0842
H 14.818 -10.379 -9.564 0.1 0.0 -0.4 0.0943
H 13.688 -9.205 -8.974 0.0 0.0 -0.2 0.0575
H 14.904 -10.942 -11.869 0.0 0.0 0.0 0.1200
H 13.175 -10.982 -12.308 0.2 -0.3 0.2 0.1203
H 14.744 -10.564 -14.196 -0.2 0.2 -0.3 0.1114
H 13.439 -9.355 -14.023 0.0 -0.1 -0.2 0.0981
H 15.483 -8.167 -14.461 0.3 0.0 0.1 0.1239
H 16.379 -9.059 -13.223 0.0 0.0 0.1 0.1233
H 16.104 -5.853 -11.634 0.1 0.0 -0.1 0.0771
H 16.797 -6.477 -13.148 0.1 0.0 0.0 0.0850
H 16.998 -7.364 -11.599 0.1 -0.1 -0.1 0.0914
H 13.231 -7.101 -13.662 0.1 -0.1 0.0 0.0759
H 14.433 -5.812 -13.615 0.0 0.0 0.0 0.0898
H 13.385 -6.116 -12.237 0.2 0.1 0.1 0.0645
H 13.606 -6.833 -10.381 0.1 0.1 0.2 0.0622
C 14.422 -4.372 -8.222 -0.5 -0.2 -0.1 -0.1612
O 13.436 -3.348 -8.296 0.1 0.0 -0.1 -0.1378
H 14.921 -4.537 -9.183 0.2 0.2 0.1 0.0737
H 15.135 -4.087 -7.452 0.1 0.0 -0.1 0.0797
H 13.976 -5.331 -7.935 0.1 0.0 0.0 0.0462
H 12.842 -3.563 -9.030 0.1 0.0 0.1 0.0188
C 11.187 -11.746 -4.992 -0.1 -0.6 0.2 -0.1866
O 11.776 -10.489 -5.195 0.1 0.1 -0.2 -0.1162
H 11.664 -12.261 -4.156 0.1 0.3 0.1 0.0772
H 10.124 -11.661 -4.735 0.0 -0.1 -0.1 0.0743
H 11.314 -12.425 -5.845 -0.1 0.2 -0.1 0.0765
H 11.280 -10.055 -5.904 0.0 0.1 0.2 0.0259
C 9.284 -7.094 -9.600 0.4 0.3 -1.0 -0.1201
O 9.687 -5.949 -8.837 -0.4 -0.4 0.2 -0.1363
H 10.088 -7.826 -9.564 -0.1 -0.1 0.3 0.0537
H 8.342 -7.547 -9.294 0.0 0.1 0.3 0.0827
H 9.200 -6.807 -10.656 -0.2 -0.1 0.1 0.0913
H 8.902 -5.431 -8.631 0.1 0.0 0.1 0.1053
C 13.496 -4.974 -5.037 -0.2 0.4 -0.4 -0.1669
O 12.704 -5.155 -3.874 0.1 0.0 0.2 -0.1188
H 12.923 -5.195 -5.940 0.1 -0.2 0.0 0.0595
H 13.860 -3.948 -5.163 0.0 0.0 0.3 0.0807
H 14.362 -5.625 -4.970 -0.1 -0.1 0.0 0.0722
H 11.984 -4.521 -3.894 0.0 0.0 0.0 0.0685
C 9.222 -10.285 -7.704 0.5 0.0 -0.5 -0.1163
O 9.871 -9.224 -6.995 -0.3 -0.3 0.0 -0.1435
H 8.647 -9.876 -8.538 -0.2 -0.1 0.1 0.0680
H 10.006 -10.904 -8.143 0.1 0.1 0.1 0.0879
H 8.622 -10.936 -7.069 -0.1 0.2 0.1 0.0849
H 9.193 -8.730 -6.523 0.2 0.1 0.1 0.1062
O 11.542 -4.280 -10.232 -0.2 -0.2 0.0 -0.0444
H 10.871 -4.739 -9.693 0.2 0.0 -0.2 0.0192
H 11.526 -4.718 -11.089 0.0 0.1 0.0 0.0425
O 12.159 -7.387 -7.751 0.0 -0.2 -0.1 -0.0396
H 11.735 -8.223 -7.515 -0.1 0.1 0.0 0.0228
H 11.442 -6.853 -8.117 0.1 0.1 0.2 0.0098
O 15.120 -7.759 -6.790 -0.1 -0.1 0.1 -0.0596
H 15.001 -7.893 -5.844 0.0 0.0 0.0 0.0313
H 14.224 -7.806 -7.151 0.0 0.2 -0.1 -0.0129

2.
95
Properties=species:S:1:pos:R:3:forces:R:3:lowdin_charge:R:1 method="wB97M-V/def2-TZVPD" homo_ev=-6.136 e_above_lowest_kj_mol=0.0 orbital_gap_ev=8.21 total_charge=-1
P -0.289 0.005 -0.455 -1.4 1.3 1.1 0.2281
F -0.731 -1.515 -0.744 0.4 -0.4 -0.3 -0.1580
F 0.559 -0.522 0.822 1.0 0.1 -0.7 -0.1607
F 0.939 0.056 -1.451 0.5 -0.6 0.4 -0.1090
F -0.056 1.575 -0.023 0.5 -0.7 -0.8 -0.1632
F -1.253 0.425 -1.706 -0.1 0.4 0.9 -0.1557
F -1.530 0.107 0.675 -0.6 -0.7 -0.6 -0.2240
C 3.211 3.181 1.272 -0.4 1.4 -3.7 -0.6730
O 2.944 4.030 0.415 0.5 -0.3 1.9 0.0139
N 2.634 1.969 1.218 0.4 -0.9 1.6 0.1812
N 4.219 3.333 2.166 0.7 0.0 1.4 0.1490
H 1.976 1.739 0.497 0.0 0.2 0.0 0.0692
H 3.057 1.277 1.821 -0.5 -0.4 -0.6 0.0460
H 4.690 4.216 2.219 -0.1 0.0 -0.2 0.0943
H 4.593 2.573 2.707 -0.1 0.0 -0.1 0.0701
C -5.849 -0.878 1.287 -0.4 0.1 -1.5 -0.6971
O -5.970 -1.570 0.271 0.0 0.3 0.8 -0.0011
N -4.675 -0.318 1.630 1.0 -0.4 -0.2 0.1657
N -6.905 -0.489 2.042 -0.4 -0.4 0.2 0.1483
H -4.018 -0.314 0.864 0.4 0.1 0.4 0.0927
H -4.522 0.248 2.441 -0.1 0.3 -0.2 0.0860
H -7.799 -0.831 1.737 0.0 0.0 0.4 0.1017
H -6.746 -0.066 2.935 -0.4 0.1 0.0 0.0916
C -1.392 1.081 -5.988 -0.8 2.2 1.6 -0.6754
O -0.784 1.846 -6.735 0.1 -1.3 -0.1 0.0032
N -1.142 0.993 -4.650 1.4 -0.2 0.4 0.1584
N -2.589 0.508 -6.285 -0.5 -0.2 -1.8 0.1343
H -0.248 1.278 -4.283 -0.1 0.1 -0.1 0.0770
H -1.757 0.598 -3.965 -0.1 -0.2 -0.1 0.0739
H -3.168 0.025 -5.628 0.1 0.0 0.2 0.0906
H -3.038 0.907 -7.094 0.0 -0.3 0.1 0.1000
C -3.591 2.739 1.326 0.6 1.2 -1.0 -0.7207
O -4.677 3.314 1.293 0.4 -0.4 0.6 -0.0040
N -2.888 2.353 0.237 -0.8 0.0 0.4 0.1634
N -2.787 2.604 2.435 -1.0 0.0 1.0 0.1393
H -3.317 2.573 -0.644 0.4 -0.5 -0.2 0.1185
H -2.146 1.688 0.444 -0.3 0.4 -1.2 0.0295
H -3.195 2.861 3.317 0.2 -0.2 0.1 0.0984
H -1.963 2.031 2.383 0.0 0.0 0.2 0.0887
C -1.295 -5.476 -1.539 2.8 0.4 -1.8 -0.6578
O -0.583 -5.659 -2.545 -0.9 0.5 0.7 -0.0023
N -1.389 -6.428 -0.610 -1.3 -0.7 1.6 0.1704
N -1.842 -4.287 -1.176 -1.1 -0.2 0.2 0.1648
H -1.827 -6.167 0.257 0.3 -0.2 0.2 0.0984
H -0.839 -7.266 -0.602 0.1 0.1 -0.5 0.1146
H -2.690 -4.372 -0.641 0.1 0.5 0.2 0.1066
H -1.603 -3.386 -1.549 0.0 -0.2 -0.5 0.0888
C 0.005 -4.170 2.370 0.3 -2.4 0.2 -0.6929
O 0.191 -5.385 2.557 -0.1 0.9 0.2 -0.0269
N -0.315 -3.298 3.352 -0.2 1.1 0.0 0.1604
N 0.109 -3.621 1.149 0.0 0.4 0.3 0.1777
H -0.474 -2.353 3.045 0.0 0.1 0.5 0.0878
H -0.461 -3.545 4.309 0.0 -0.3 -0.1 0.1006
H -0.300 -2.712 1.019 0.3 0.0 -0.8 0.0621
H 0.334 -4.253 0.403 -0.2 0.3 -0.2 0.0870
C -0.567 6.054 0.681 1.7 -2.1 -2.8 -0.6753
O 0.482 5.829 0.059 -1.3 0.7 1.8 0.0191
N -1.233 5.101 1.390 0.7 0.4 0.6 0.1554
N -1.296 7.149 0.433 -0.8 1.8 0.2 0.1356
H -0.823 4.184 1.370 -0.3 0.0 0.2 0.0890
H -2.140 5.319 1.751 -0.1 -0.6 0.1 0.0786
H -2.163 7.316 0.908 0.0 0.2 -0.2 0.0854
H -0.923 7.818 -0.217 0.0 0.0 0.2 0.1017
C 1.876 3.912 -2.980 -1.1 0.2 1.5 -0.6697
O 1.731 4.404 -1.875 0.3 -0.2 -1.5 0.0398
N 1.863 4.584 -4.153 0.3 1.1 -2.4 0.1406
N 1.967 2.559 -3.176 0.4 -0.6 0.3 0.1502
H 1.615 5.540 -4.328 -0.1 0.1 1.1 0.0959
H 2.027 4.145 -5.043 0.0 -0.6 0.3 0.0845
H 1.992 1.996 -2.345 -0.1 -0.1 -0.1 0.0761
H 1.858 2.124 -4.071 0.1 0.0 0.0 0.0768
C 2.307 -2.978 -2.098 0.6 1.0 -2.1 -0.0544
C 2.735 -4.306 -2.715 -1.2 -1.7 1.0 -0.4734
C 2.890 -5.483 -1.746 0.5 0.2 1.0 -0.0732
O 1.787 -4.789 -3.673 0.5 1.0 -0.5 -0.0794
H 1.244 -2.819 -1.916 0.1 -0.7 1.1 0.0584
H 2.362 -2.267 -2.936 0.3 0.0 -0.1 0.0768
H 3.044 -2.550 -1.420 -0.5 -0.3 0.7 0.0817
H 3.726 -4.233 -3.165 -0.2 0.4 -0.5 0.1284
H 3.159 -6.383 -2.298 0.1 0.1 -0.1 0.0746
H 2.007 -5.734 -1.153 -0.3 0.3 -0.3 0.0608
H 3.666 -5.287 -0.997 0.1 0.0 -0.1 0.0708
H 0.924 -4.882 -3.230 0.1 -0.2 -0.1 0.0295
C 3.862 0.442 5.128 1.4 -0.9 0.2 -0.0629
C 3.211 -0.352 3.994 -0.8 1.5 -0.6 -0.4566
C 1.816 0.197 3.767 -0.8 -0.4 0.8 -0.0761
O 3.933 -0.242 2.742 0.2 -0.6 1.2 -0.0645
H 3.221 0.506 6.006 0.0 -0.1 0.0 0.0781
H 4.287 1.428 4.932 -0.7 0.2 -0.6 0.0714
H 4.765 -0.125 5.384 -0.1 0.0 0.5 0.0732
H 3.159 -1.401 4.290 0.0 0.0 -0.1 0.1360
H 1.251 -0.206 2.928 0.4 0.0 -0.2 0.0545
H 1.793 1.285 3.725 0.1 0.0 -0.1 0.0805
H 1.258 -0.094 4.665 -0.2 0.2 0.0 0.0785
H 4.504 -1.016 2.775 0.3 0.2 -0.6 0.0934

3.
72
Properties=species:S:1:pos:R:3:forces:R:3:lowdin_charge:R:1 method="wB97M-V/def2-TZVPD" homo_ev=-9.314 e_above_lowest_kj_mol=138.5 orbital_gap_ev=9.39 total_charge=0
C 1.032 -4.247 0.416 0.0 0.0 0.3 -0.0631
C 0.005 -3.199 0.006 0.7 -0.3 0.2 -0.3196
O -0.504 -2.472 1.120 0.2 -0.1 0.0 -0.0881
H 0.609 -4.953 1.137 0.0 0.0 -0.1 0.0747
H 1.903 -3.794 0.896 -0.1 0.2 0.0 0.0727
H 1.410 -4.806 -0.444 -0.2 0.0 0.0 0.0758
H -0.825 -3.657 -0.541 0.0 -0.1 0.2 0.0951
H 0.465 -2.485 -0.682 -0.1 -0.2 0.7 0.0710
H -1.146 -3.046 1.563 -0.2 0.2 -0.2 0.0647
C 3.646 -0.438 -0.898 -0.3 -0.6 -0.1 -0.0656
C 2.493 -0.281 0.062 -0.2 0.2 0.0 -0.2874
O 2.236 1.095 0.347 0.1 -0.5 -0.2 -0.1012
H 3.351 -0.169 -1.912 0.1 0.2 0.0 0.0510
H 3.881 -1.508 -0.911 0.2 0.1 -0.1 0.0763
H 4.533 0.109 -0.591 0.0 0.1 0.0 0.0799
H 2.702 -0.825 0.991 0.0 0.1 0.0 0.1223
H 1.595 -0.738 -0.381 0.1 0.1 0.1 0.0937
H 1.582 1.098 1.067 0.1 0.4 0.4 0.0501
C 1.703 1.103 -3.887 -0.1 -0.2 -0.6 -0.0847
C 0.261 1.351 -3.508 -0.4 0.5 0.0 -0.3202
O -0.021 2.742 -3.325 0.2 -0.6 -0.2 -0.0743
H 1.884 1.539 -4.872 0.1 0.1 0.1 0.0788
H 1.870 0.026 -4.008 0.2 0.0 0.2 0.0667
H 2.410 1.534 -3.179 0.0 -0.1 0.1 0.0582
H -0.042 0.777 -2.621 0.3 0.1 -0.2 0.0638
H -0.389 1.021 -4.320 0.0 0.0 0.0 0.1126
H 0.672 3.090 -2.748 -0.1 0.1 0.3 0.0389
C -0.117 3.311 2.468 0.2 -0.2 -0.3 -0.0623
C 0.236 2.201 3.429 -0.4 0.0 0.4 -0.2946
O 0.764 1.062 2.756 0.4 -0.3 0.1 -0.0990
H -0.761 2.918 1.680 -0.1 0.1 0.0 0.0734
H 0.798 3.665 1.990 -0.1 0.1 0.0 0.0624
H -0.610 4.139 2.976 0.0 0.0 0.0 0.0792
H -0.630 1.917 4.037 0.0 -0.1 -0.1 0.0943
H 0.985 2.543 4.145 0.2 -0.1 -0.1 0.1146
H 0.059 0.543 2.340 -0.4 0.4 0.0 0.0524
C -3.922 -2.870 -0.358 0.7 -0.3 -0.5 -0.0760
C -4.119 -3.880 0.747 -0.6 0.1 0.2 -0.2939
O -2.904 -3.993 1.486 0.4 0.0 0.0 -0.0910
H -4.876 -2.577 -0.789 0.0 0.1 0.0 0.0819
H -3.318 -3.305 -1.164 -0.1 0.0 0.1 0.0706
H -3.349 -2.004 -0.020 -0.3 0.1 0.2 0.0740
H -4.427 -4.843 0.322 0.2 0.0 0.1 0.1131
H -4.951 -3.561 1.388 0.3 0.1 0.1 0.1151
H -3.017 -4.437 2.331 -0.4 -0.1 -0.1 0.0978
C 4.012 4.088 -0.882 -0.1 0.1 -0.5 -0.0823
C 2.558 4.420 -0.591 0.1 0.3 -0.1 -0.3106
O 1.681 3.409 -1.049 0.0 -0.1 0.0 -0.1125
H 4.121 3.873 -1.950 -0.1 -0.1 0.1 0.0751
H 4.334 3.216 -0.313 0.1 0.0 0.0 0.0665
H 4.665 4.943 -0.696 0.0 -0.1 0.3 0.0716
H 2.273 5.335 -1.116 0.0 -0.1 0.0 0.1141
H 2.412 4.619 0.478 0.0 -0.1 0.0 0.0994
H 1.935 2.565 -0.627 -0.1 0.0 0.0 0.0402
C -2.707 -0.102 3.813 0.3 0.6 0.1 -0.1498
O -2.199 -0.139 5.144 0.0 -0.2 0.0 -0.1212
H -2.480 -1.020 3.273 -0.3 -0.1 -0.1 0.0716
H -3.774 0.101 3.880 -0.1 -0.3 -0.1 0.0824
H -2.275 0.734 3.255 0.1 -0.1 -0.1 0.0516
H -1.385 -0.649 5.131 0.1 0.1 0.1 0.0717
C -1.230 0.678 -0.436 1.2 -0.2 -0.1 -0.1304
O -1.267 0.180 0.898 0.0 0.1 0.1 -0.1463
H -0.305 1.248 -0.624 -0.3 0.2 0.3 0.0718
H -1.151 -0.136 -1.169 -0.3 0.2 0.7 0.0350
H -2.085 1.315 -0.635 0.0 -0.1 0.0 0.0929
H -0.976 -0.745 0.878 -0.1 -0.2 0.1 0.0307
O -0.593 -2.133 -2.364 -0.4 0.3 -1.0 -0.0620
H 0.308 -2.105 -2.702 0.0 0.1 -0.2 0.0666
H -0.875 -3.047 -2.475 0.0 0.0 -0.1 0.0592
O -2.642 0.139 -2.838 -0.4 -0.1 -0.5 -0.0642
H -3.419 0.119 -2.271 0.0 0.0 0.0 0.0401
H -2.094 -0.602 -2.553 -0.1 -0.1 -0.2 -0.0153